Entry 1:
{
  "formula": "C47H42F6N3",
  "method": "ωB97M-V/def2-TZVPD",
  "species": ["F", "F", "F", "F", "F", "F", "N", "N", "N", "C", "C", "C", "C", "C", "C", "C", "C", "C", "C", "C", "C", "C", "C", "C", "C", "C", "C", "C", "C", "C", "C", "C", "C", "C", "C", "C", "C", "C", "C", "C", "C", "C", "C", "C", "C", "C", "C", "C", "C", "C", "C", "C", "C", "C", "C", "C", "H", "H", "H", "H", "H", "H", "H", "H", "H", "H", "H", "H", "H", "H", "H", "H", "H", "H", "H", "H", "H", "H", "H", "H", "H", "H", "H", "H", "H", "H", "H", "H", "H", "H", "H", "H", "H", "H", "H", "H", "H", "H"],
  "coordinates": [[-4.92, -3.36, 6.45], [-2.00, 6.61, -0.07], [-2.28, 4.54, 0.68], [-3.34, -4.88, 6.41], [-3.69, 5.38, -0.82], [-2.90, -2.81, 5.85], [-2.00, 3.37, -1.81], [-2.84, -4.58, 3.73], [5.47, 3.60, -0.65], [5.84, 3.62, 0.75], [0.62, -3.21, -0.85], [-1.64, -6.66, 4.18], [-3.46, 3.54, -5.16], [-2.11, -3.67, 3.00], [3.05, 1.88, -2.83], [4.59, 2.68, -1.12], [-0.49, -1.82, 1.63], [3.18, 0.71, -0.70], [4.17, 1.60, -0.30], [-1.53, -8.05, 3.96], [-2.96, 3.21, -2.84], [-4.10, -4.18, 4.32], [0.23, 1.48, 0.42], [0.48, -1.02, 0.71], [1.20, -1.84, -0.60], [-4.73, 3.03, -4.95], [-1.85, 1.02, -1.37], [-4.25, 2.73, -2.59], [4.70, 1.43, 1.09], [-2.57, 3.67, -4.11], [-3.70, -6.66, 2.87], [-2.37, 5.35, -0.43], [5.74, 4.62, -2.87], [1.55, -0.03, -2.53], [-1.34, -0.02, -0.62], [0.02, -3.05, 2.01], [5.97, 2.23, 1.34], [4.45, 3.91, -3.30], [0.20, -2.09, -2.80], [-3.86, -3.80, 5.74], [1.10, -1.25, -2.07], [-5.14, 2.68, -3.66], [-3.53, -8.01, 2.58], [-0.29, 2.55, -0.30], [-1.74, -1.43, 2.12], [-2.69, -5.97, 3.57], [-0.23, 0.20, 0.19], [-2.43, -8.69, 3.09], [5.74, 4.82, -1.37], [-0.80, -4.00, 2.60], [2.58, 0.82, -1.99], [4.04, 2.77, -2.43], [-1.31, 2.32, -1.25], [-2.52, -2.34, 2.85], [-0.09, -3.24, -2.03], [-1.56, 4.77, -1.54], [5.07, 4.17, 1.31], [-4.58, -6.11, 2.55], [-4.32, -8.52, 2.03], [-0.32, -1.81, -3.73], [4.56, 3.59, -4.34], [-1.74, -1.01, -0.82], [6.83, 1.72, 0.91], [-3.43, -2.02, 3.35], [-1.54, 4.02, -4.25], [2.62, 1.95, -3.84], [-0.45, -5.01, 2.78], [-2.26, -9.75, 2.86], [2.86, -0.07, -0.02], [-2.62, 0.85, -2.10], [1.07, -3.32, 1.80], [5.85, 5.60, -3.34], [-4.52, 2.34, -1.62], [-4.55, -3.31, 3.87], [-1.75, 5.38, -2.44], [-3.16, 3.89, -6.14], [-2.13, -0.44, 1.91], [6.15, 2.36, 2.41], [0.09, 3.55, -0.12], [6.77, 4.19, 0.81], [-0.49, 4.83, -1.28], [3.93, 1.75, 1.81], [6.60, 4.00, -3.14], [-4.78, -5.02, 4.31], [-0.77, -4.03, -2.32], [1.10, 0.30, -3.48], [-0.92, -6.12, 4.80], [1.32, -0.75, 1.38], [5.01, 5.60, -1.10], [1.07, 1.65, 1.09], [-6.18, 2.41, -3.48], [6.70, 5.20, -1.02], [4.89, 0.38, 1.30], [-0.78, -8.63, 4.52], [2.23, -1.84, -0.21], [-5.44, 2.90, -5.77], [3.65, 4.66, -3.32], [0.71, -4.01, -0.09]],
  "mulliken_charge": [-0.290, -0.281, -0.246, -0.262, -0.256, -0.270, 0.669, 0.345, -0.036, -0.623, -0.758, -0.062, -0.869, 1.875, -1.241, 0.493, -0.398, -0.522, -0.147, -0.704, -0.469, -1.178, -1.217, 1.074, -0.079, -0.392, -1.098, 0.017, -0.675, -0.238, -0.205, 1.013, -0.819, -0.460, -0.887, -1.694, -0.935, -0.910, -0.718, 0.988, 0.296, -0.745, -0.791, -0.938, -1.111, -0.275, -0.309, -0.392, -0.637, -0.692, 1.125, 0.443, 2.017, -0.751, -0.841, -1.228, 0.285, 0.429, 0.382, 0.434, 0.462, 0.625, 0.324, 0.249, 0.428, 0.432, 0.485, 0.369, 0.290, 0.607, 0.734, 0.361, 0.505, 0.333, 0.529, 0.407, 0.469, 0.381, 0.329, 0.413, 0.333, 0.273, 0.317, 0.523, 0.487, 0.296, 0.508, 0.737, 0.285, 0.527, 0.394, 0.429, 0.445, 0.372, 0.904, 0.386, 0.287, 0.532],
  "fmax_ev_per_a": 2.53,
  "homo_lumo_gap_ev": 5.16,
  "charge": 1
}



Entry 2:
{
  "formula": "C3H9N3O",
  "method": "ωB97M-V/def2-TZVPD",
  "species": ["O", "N", "N", "N", "C", "C", "C", "H", "H", "H", "H", "H", "H", "H", "H", "H"],
  "coordinates": [[2.05, 0.52, -1.50], [-1.38, 1.38, 0.72], [-1.52, -1.86, -0.66], [-0.86, -0.93, 0.20], [-1.16, 0.46, -0.14], [2.04, 1.25, 0.73], [1.55, 0.45, -0.22], [-1.14, 1.09, 1.67], [-1.32, 0.61, -1.22], [2.74, 2.05, 0.50], [-1.44, -2.80, -0.28], [-1.00, -1.12, 1.19], [-2.52, -1.67, -0.68], [1.69, 1.17, 1.75], [0.74, -0.52, -0.02], [1.54, -0.09, -2.05]],
  "mulliken_charge": [-0.526, -0.582, -0.684, -0.192, -0.050, -0.840, 0.284, 0.246, 0.405, 0.266, 0.240, 0.264, 0.255, 0.214, 0.371, 0.330],
  "e_above_lowest_kj_mol": 426.7,
  "fmax_ev_per_a": 4.37,
  "smiles": "[H]/N=C\\NN.C=CO",
  "homo_lumo_gap_ev": 8.99
}



Entry 3:
{
  "formula": "C3H6ClNO",
  "method": "ωB97M-V/def2-TZVPD",
  "species": ["Cl", "O", "N", "C", "C", "C", "H", "H", "H", "H", "H", "H"],
  "coordinates": [[-3.44, 0.81, -0.70], [-0.97, 0.90, 1.10], [-1.81, 0.55, -1.35], [-0.65, 0.37, 0.13], [0.40, -0.48, -0.24], [1.54, -0.50, 0.79], [1.72, 0.52, 1.16], [-1.37, 1.53, -1.42], [2.37, -0.99, 0.42], [0.96, -0.30, -1.26], [1.22, -0.96, 1.68], [0.03, -1.46, -0.31]],
  "mulliken_charge": [-0.130, -0.370, -0.296, 0.113, -0.002, -1.206, 0.328, 0.376, 0.396, 0.241, 0.331, 0.221],
  "multiplicity": 3,
  "e_above_lowest_kj_mol": 181.0,
  "fmax_ev_per_a": 4.22,
  "homo_lumo_gap_ev": [5.66, 7.75]
}



Entry 4:
{
  "formula": "C7H11N2O2",
  "method": "ωB97M-V/def2-TZVPD",
  "species": ["O", "O", "N", "N", "C", "C", "C", "C", "C", "C", "C", "H", "H", "H", "H", "H", "H", "H", "H", "H", "H", "H"],
  "coordinates": [[1.77, -1.23, -0.31], [2.09, 0.46, -2.02], [-1.94, -0.56, 1.17], [-0.53, -1.93, 0.23], [-2.54, 0.84, -1.05], [-1.85, -0.16, -0.11], [1.35, 1.04, 1.22], [2.12, -0.17, -0.90], [-1.14, -1.11, -0.74], [2.52, 1.04, 0.20], [-1.19, -1.63, 1.36], [-1.83, 1.61, -1.39], [1.17, 2.04, 1.63], [-2.87, 0.40, -1.97], [-1.16, -2.25, 2.34], [0.18, -2.61, -0.17], [1.64, 0.35, 2.00], [-3.50, 1.32, -0.54], [3.52, 1.13, 0.46], [-0.68, -1.33, -1.65], [0.47, 0.81, 0.74], [2.39, 1.94, -0.50]],
  "mulliken_charge": [-0.670, -0.712, -0.744, -0.054, -1.175, 0.599, -0.491, 0.537, -0.434, -0.745, -0.211, 0.282, 0.402, 0.336, 0.291, 0.373, 0.192, 0.279, 0.454, 0.432, -0.134, 0.194],
  "e_above_lowest_kj_mol": 296.9,
  "fmax_ev_per_a": 4.65,
  "homo_lumo_gap_ev": 7.48,
  "charge": -1
}



E_tot: -70189.14895 -9771.11719 -19261.63566 -14511.88366 (eV)
Molecular weight: 762.86 103.12 107.54 155.18 (g/mol)